(1)
Formula: C6H15N3S
Source: the OMol25 dataset
Level of theory: the ωB97M-V functional and the def2-TZVPD basis

Geometry (Å):
S -1.2171 0.7089 -0.8042
N 0.4709 -0.1406 0.2146
N -2.3635 -0.3237 -0.9215
N -1.3172 2.2444 -0.7450
C 1.2207 0.9268 0.8875
C -0.2397 0.4400 -2.2871
C 1.4468 0.5208 2.3324
C -0.0311 -1.0820 1.2117
C -0.1165 -0.9954 -2.5125
C 1.1958 -1.0087 2.1237
H -0.2274 -2.0862 0.7938
H -3.1898 -0.3983 -0.2326
H -0.0444 -1.3674 -1.5040
H 2.1331 0.9721 0.2446
H -1.9572 2.6345 0.0578
H -0.7305 1.0186 -3.1534
H 0.8556 1.9636 0.6942
H 0.7800 -1.2787 -3.0430
H 0.8921 -1.4118 3.1865
H 0.6751 0.9219 -1.9451
H -0.9401 -1.4210 -3.0390
H 0.7646 0.9323 3.1256
H -0.9818 -0.8194 1.6604
H 2.5133 0.8011 2.6848
H 2.0639 -1.6591 1.7675

Force components x, y, z for each atom (eV/Å):
S -3.2 0.8 0.1
N 1.2 -0.3 1.7
N -2.4 -1.1 0.2
N -1.6 2.7 1.1
C 0.4 0.6 -1.4
C -1.3 2.6 -1.1
C 1.7 -0.6 0.3
C 2.3 -0.2 -0.7
C 0.7 -1.1 0.1
C -0.5 -1.7 4.4
H 0.3 0.5 -0.2
H 2.2 0.7 -1.2
H 0.1 -1.1 0.0
H 0.1 -0.2 0.9
H 1.6 -1.3 -2.0
H 0.8 -0.7 1.4
H -0.6 -0.8 0.2
H 0.4 0.1 -0.2
H 0.8 0.3 -1.8
H 0.1 0.1 -0.5
H -0.7 -0.2 -0.1
H 0.3 -0.3 -1.1
H -0.1 0.8 0.3
H -1.7 -0.7 -0.6
H -1.1 1.2 0.3

Calculated values
largest force on an atom	0.09249	hartree/bohr
electronic energy	-21763.3680	eV
orbital gap (alpha / beta)	6.4 / 6.6	eV
expectation value of S²	2.011
spin multiplicity	3

---

(2)
Formula: C17H41BClP
Source: the OMol25 dataset
Level of theory: the ωB97M-V functional and the def2-TZVPD basis

Geometry (Å):
Cl -5.0404 -4.6765 -1.7431
P -1.9537 -0.2552 -0.1488
C 1.1857 -1.3383 -3.9882
C 3.1166 0.3436 -4.2577
C 0.1873 -0.3071 -3.4756
C -0.3233 1.3556 4.8948
C 0.5904 0.5157 4.0109
C 2.6390 -0.9869 -3.6720
C 0.9190 3.9987 7.1346
C -2.3265 -4.5579 -1.1469
C 1.7288 3.3967 5.9922
C -3.4048 0.7334 -0.7485
C 2.9496 0.4733 -5.7711
C 3.7057 -0.5888 -6.5607
C 1.0479 3.5199 4.6297
C -1.7560 -3.1698 -0.8503
C -2.2822 -0.0851 1.6728
C -3.3355 -4.5482 -2.2968
C -0.3197 2.8405 4.5338
B -2.7128 -2.0345 -0.3720
H -1.1661 -2.8009 -1.7021
H -2.8150 -4.9506 -0.2537
H 0.6991 5.0517 6.9431
H -0.9911 -3.2337 -0.0564
H 1.0609 -1.4677 -5.0675
H -3.1848 -5.3724 -2.9888
H -4.3442 0.4426 -0.2764
H 2.5885 1.1673 -3.7702
H -0.8403 -0.6190 -3.6759
H -0.0409 1.2258 5.9436
H 2.7646 -0.9514 -2.5852
H 4.1740 0.4732 -4.0055
H 0.5143 -0.5450 4.2556
H -3.5115 0.6287 -1.8298
H -1.0354 3.3639 5.1735
H -3.2863 -3.6186 -2.8622
H -3.3249 -0.2609 1.9419
H 0.9252 4.5809 4.3895
H 0.3256 0.6355 2.9578
H -2.0033 0.9260 1.9763
H 3.2855 -1.7955 -4.0240
H 1.6384 0.8007 4.1177
H 3.2944 1.4648 -6.0756
H 2.7030 3.8896 5.9399
H 0.3273 0.6651 -3.9514
H 0.2827 -0.1665 -2.3971
H 3.3384 -1.5925 -6.3400
H -3.8614 -2.2612 -0.1249
H -0.6912 2.9561 3.5100
H -3.2140 1.7890 -0.5448
H 1.7123 3.1134 3.8625
H 1.4602 3.9376 8.0794
H -1.3475 0.9810 4.8126
H 1.9377 2.3447 6.2080
H 4.7712 -0.5680 -6.3198
H 1.8876 0.4336 -6.0309
H -0.0334 3.4831 7.2689
H 3.6037 -0.4319 -7.6352
H -1.6543 -0.7770 2.2374
H -1.5255 -5.2584 -1.3946
H 0.9615 -2.3123 -3.5430

Force components x, y, z for each atom (eV/Å):
Cl 0.0 0.0 0.0
P -0.3 0.1 0.1
C 0.0 0.0 0.0
C 0.0 0.0 0.0
C 0.0 0.0 0.0
C 0.0 0.0 0.0
C 0.0 0.0 0.0
C 0.0 0.0 0.0
C 0.0 0.0 0.0
C -0.1 0.0 0.1
C 0.0 0.0 0.0
C 0.1 0.1 -0.1
C 0.0 0.0 0.0
C 0.0 0.0 0.0
C 0.0 0.0 0.0
C 0.0 -0.1 0.0
C 0.1 -0.1 0.1
C 0.0 0.0 -0.1
C 0.0 0.0 0.0
B 0.2 -0.1 0.0
H 0.0 0.0 0.0
H 0.0 0.0 0.0
H 0.0 0.0 0.0
H 0.0 0.0 0.0
H 0.0 0.0 0.0
H 0.0 0.0 0.1
H 0.0 0.0 0.0
H 0.0 0.0 0.0
H 0.0 0.0 0.0
H 0.0 0.0 0.0
H 0.0 0.0 0.0
H 0.0 0.0 0.0
H 0.0 0.0 0.0
H 0.0 0.0 0.0
H 0.0 0.0 0.0
H 0.0 0.0 0.0
H 0.0 0.0 -0.1
H 0.0 0.0 0.0
H 0.0 0.0 0.0
H 0.0 0.0 0.0
H 0.0 0.0 0.0
H 0.0 0.0 0.0
H 0.0 0.0 0.0
H 0.0 0.0 0.0
H 0.0 0.0 0.0
H 0.0 0.0 0.0
H 0.0 0.0 0.0
H 0.0 0.1 0.0
H 0.0 0.0 0.0
H 0.0 0.0 0.0
H 0.0 0.0 0.0
H 0.0 0.0 0.0
H 0.0 0.0 0.0
H 0.0 0.0 0.0
H 0.0 0.0 0.0
H 0.0 0.0 0.0
H 0.0 0.0 0.0
H 0.0 0.0 0.0
H 0.0 0.0 0.0
H 0.0 0.0 0.0
H 0.0 0.0 0.0

Calculated values
largest force on an atom	0.00607	hartree/bohr
electronic energy	-40781.4965	eV
SMILES	CP(C)BCCCCl.CCCCCC.CCCCCC
orbital gap	8.6	eV

---

(3)
Formula: C15H25BrCeIO3P2
Source: the OMol25 dataset
Level of theory: the ωB97M-V functional and the def2-TZVPD basis

Geometry (Å):
Ce 0.3074 0.0520 -0.7820
I 1.9202 0.0267 -3.4386
Br 0.1563 2.5898 3.4473
P 0.1689 2.8809 -1.3516
P 0.3456 -2.8479 -0.9318
O -1.2279 -0.0448 1.1577
O 0.9737 -0.0631 1.4528
O -2.9417 0.8555 -2.2483
C -1.8657 0.6123 -1.8708
C 1.4257 -3.6741 -2.1486
C -0.7567 -1.4583 3.9933
C -1.3195 3.8605 -1.6815
C 1.0442 -3.5418 0.6227
C -1.2042 -3.7946 -1.0989
C -0.8366 -0.4303 6.1902
C -0.4843 0.8024 5.6206
C 0.3628 0.2474 -5.0750
C 1.2762 3.4440 -2.6960
C -0.4110 -0.2316 3.4291
C -0.2496 0.9015 4.2416
C -0.9413 -1.5581 5.3772
C 0.8874 3.8461 0.0277
C -0.2247 -0.1036 1.9527
H 1.4109 -4.7456 -1.9088
H -1.0079 4.9082 -1.7964
H 1.0775 -3.5009 -3.1750
H -0.9691 -4.8667 -1.0335
H 0.2902 3.7095 0.9354
H -0.9247 -2.2984 3.3234
H 0.8716 0.4618 -6.0341
H 1.2573 -4.6178 0.5251
H -1.1711 -2.5175 5.8266
H 1.8964 3.4855 0.2521
H -1.0789 -0.4875 7.2576
H 1.9719 -3.0039 0.8624
H 0.3343 -3.3766 1.4434
H -0.3873 1.6784 6.2476
H -2.0108 3.7700 -0.8351
H 1.2804 4.5388 -2.7118
H -1.8282 3.5121 -2.5881
H -1.8885 -3.5020 -0.2898
H 0.9391 4.9144 -0.2287
H 2.2908 3.0808 -2.5071
H -1.6784 -3.5656 -2.0653
H 0.9578 3.0541 -3.6664
H -0.1123 -0.7417 -5.1198
H -0.3737 1.0236 -4.8430
H 2.4471 -3.2837 -2.0606

Force components x, y, z for each atom (eV/Å):
Ce 1.2 -0.4 3.3
I -0.4 0.1 -1.9
Br 0.0 -0.4 0.3
P 0.3 2.1 -0.4
P 0.0 -1.8 0.1
O 1.0 -0.2 -0.2
O -0.8 0.0 -0.3
O 5.2 -1.1 1.8
C -7.0 1.3 -2.5
C 0.1 0.2 -0.2
C -0.1 0.3 0.3
C -0.4 -0.1 0.0
C 0.0 0.5 0.1
C -0.2 0.2 -0.1
C 0.0 0.3 -0.5
C 0.1 -0.2 -0.4
C 0.0 -0.5 -0.2
C 0.1 -0.2 -0.1
C 0.1 0.5 0.1
C -0.3 -0.6 0.5
C 0.0 0.0 -0.2
C 0.1 -0.3 0.5
C 0.0 0.0 -0.5
H 0.1 0.2 -0.2
H -0.2 -0.3 0.0
H 0.1 -0.1 0.2
H -0.2 0.3 0.0
H 0.1 0.1 -0.2
H 0.1 0.0 0.3
H 0.1 -0.1 0.9
H -0.1 0.4 -0.1
H -0.1 0.1 -0.1
H -0.1 0.1 0.0
H 0.3 0.0 -0.5
H -0.2 -0.2 0.1
H 0.2 -0.1 -0.1
H 0.0 0.0 -0.1
H 0.1 0.1 -0.2
H 0.0 -0.2 0.0
H 0.1 0.2 0.1
H 0.1 -0.2 -0.2
H -0.1 -0.4 0.0
H -0.1 0.2 -0.1
H 0.1 -0.2 0.3
H 0.0 0.2 0.1
H 0.3 0.4 0.1
H 0.5 -0.1 0.3
H -0.2 -0.2 0.0

Calculated values
largest force on an atom	0.14633	hartree/bohr
electronic energy	-131739.6585	eV
orbital gap (alpha / beta)	6.1 / 6.2	eV
charge	+2
expectation value of S²	0.751
spin multiplicity	2

---

(4)
Formula: C14H12F3N3O5S
Source: the OMol25 dataset
Level of theory: the ωB97M-V functional and the def2-TZVPD basis

Geometry (Å):
S 5.2910 1.7013 0.1967
F 6.7832 2.6877 2.2083
F 6.8517 3.8825 0.4046
F 7.9454 2.0180 0.5088
O 5.4458 1.7114 -1.2541
O -3.1487 2.4794 0.5705
O 4.1358 2.4659 0.6597
O -2.0631 0.7909 1.6811
O 5.3679 0.3597 0.7789
N 1.2446 -0.4267 1.2698
N 0.1103 -0.0125 1.8109
N 2.8404 -3.5262 -0.1231
C -5.5437 0.0244 1.1953
C 6.7755 2.6075 0.8550
C -6.7485 -0.8461 0.7097
C 1.4272 -0.4200 -0.1309
C -3.1277 1.2523 0.8763
C -5.5015 -1.2052 -1.6100
C 2.5444 -2.5730 -0.9865
C -4.3065 -0.3049 -1.1266
C -4.3108 0.3252 0.3000
C 0.4647 0.0675 -1.2389
C -0.8859 0.4269 0.9235
C -6.7570 -1.4970 -0.7173
C 2.8481 -1.0064 -0.6525
C -0.9014 0.5667 -0.6138
H -1.7146 0.9564 -1.2958
H -7.6459 -2.1255 -1.0563
H -5.5809 0.4437 2.2538
H -7.6638 -1.0613 1.3615
H 3.1191 -0.4411 -1.6238
H 2.0232 -2.7946 -1.9942
H -3.4318 -0.1611 -1.8413
H -5.5075 -1.6960 -2.6529
H 3.2723 -3.0529 0.6976
H 1.9947 -0.7879 1.8967
H 3.6827 -0.8896 0.1216
H 0.6714 0.0603 -2.3622

Force components x, y, z for each atom (eV/Å):
S -1.4 -0.4 -1.0
F -0.4 -0.3 -0.6
F -0.4 -0.7 0.0
F -0.8 0.0 0.0
O 0.3 0.1 0.9
O 0.2 -5.3 1.5
O 0.7 -0.2 0.1
O 1.3 -1.0 -2.3
O 0.2 0.5 0.1
N -1.2 0.7 -4.7
N -2.5 1.0 -2.6
N -0.8 3.0 -2.2
C -0.2 -1.4 -2.7
C 1.2 0.7 0.5
C 2.6 0.2 -2.7
C 1.9 -0.1 -1.6
C -1.5 4.5 -2.4
C -0.7 1.0 2.9
C 0.7 -0.6 1.7
C -2.7 -0.9 2.0
C -2.6 -2.8 -0.6
C -3.2 0.7 5.6
C -0.4 0.2 0.4
C 3.8 3.0 1.8
C -1.6 -0.4 -0.4
C 5.5 -2.3 0.6
H 1.0 -0.4 1.4
H 1.6 1.0 0.4
H 0.1 -0.6 -1.7
H 1.7 0.6 -0.8
H -0.3 -0.8 1.7
H 0.9 0.2 1.7
H -1.5 -0.2 1.1
H 0.3 1.1 1.9
H -0.1 -0.6 -0.5
H -0.7 0.6 -0.6
H -1.0 0.0 -1.1
H 0.0 -0.1 2.0

Calculated values
largest force on an atom	0.12707	hartree/bohr
electronic energy	-48397.2077	eV
orbital gap	5.4	eV

---

(5)
Formula: CH6O4
Source: the OMol25 dataset
Level of theory: the ωB97M-V functional and the def2-TZVPD basis

Geometry (Å):
O -1.6381 -0.9668 0.1044
O 0.7409 -1.5223 -1.3824
O 0.1891 0.1025 1.2754
O 1.2603 0.9103 -0.5528
C 0.6753 1.1226 0.5431
H -0.7089 -0.2899 0.9072
H 1.2908 1.6851 1.2848
H -2.3383 -0.5773 -0.4199
H -0.1252 -1.6680 -0.9199
H -0.2499 1.7709 0.4920
H 0.9040 -0.5669 -1.3318

Force components x, y, z for each atom (eV/Å):
O 1.2 -0.1 0.9
O -0.8 -0.4 0.1
O 0.5 1.4 0.7
O -0.2 1.4 -0.3
C 0.0 -2.5 0.5
H -1.9 -1.7 -1.5
H 0.2 0.7 0.1
H -0.1 0.6 0.0
H 0.8 0.4 -0.4
H 0.3 0.8 -0.1
H -0.1 -0.6 0.1

Calculated values
largest force on an atom	0.05701	hartree/bohr
energy above the lowest of the compared OMol25 structures with the same formula, charge and spin	7.773	eV
electronic energy	-9317.1422	eV
orbital gap	5.1	eV

---

(6)
Formula: C20H33IOSi3Sn
Source: the OMol25 dataset
Level of theory: the ωB97M-V functional and the def2-TZVPD basis

Geometry (Å):
I -0.7564 1.7921 -2.7074
Sn 0.2664 0.6778 -0.2990
Si -1.1969 -1.8293 0.4404
Si 1.9469 -1.5478 1.2870
Si 1.0659 -2.1545 -1.8743
O -1.6852 -0.2321 0.0647
C -1.0505 4.8348 0.3791
C -1.8362 5.8304 -1.6848
C -0.7763 3.6012 -0.2747
C -1.0836 3.5646 -1.6534
C -1.5924 4.6162 -2.3572
C 1.2978 -0.6041 2.7760
C -1.5070 -2.1269 2.2347
C -1.5750 5.9287 -0.3514
C -0.2292 2.5422 0.5073
C 0.0358 2.7213 1.8497
C 0.6020 -1.5027 -0.1048
C 2.7747 -1.6219 -2.3596
C -3.0277 0.2997 0.2101
C -0.2758 3.9333 2.4924
C 3.5072 -0.6951 0.7376
C 0.9824 -4.0061 -1.7550
C 2.2509 -3.3330 1.6853
C -2.1490 -3.0591 -0.5409
C -0.7952 4.9627 1.7660
C -0.1352 -1.5023 -3.1529
H -2.5312 -2.4919 2.3510
H -1.1408 -1.3105 -2.7716
H 4.1223 -0.4938 1.6186
H 4.1060 -1.2972 0.0563
H 2.9673 -0.5560 -2.2068
H -0.0856 4.0436 3.5510
H 2.9765 -3.3906 2.5018
H 3.5404 -2.1822 -1.8227
H -1.7650 6.8549 0.1763
H -0.0367 -4.3899 -1.7220
H -1.7925 -4.0697 -0.3267
H 2.0841 0.0384 3.1794
H 1.3517 -3.8628 2.0062
H -1.0124 5.9119 2.2412
H -2.2295 6.6715 -2.2383
H -3.7161 -0.2884 -0.3939
H 0.9847 -1.2754 3.5774
H -1.4034 -1.2294 2.8442
H -3.1942 -3.0238 -0.2184
H -0.2310 -2.2261 -3.9659
H 1.5212 -4.3902 -0.8886
H 3.3277 0.2702 0.2482
H 0.4922 1.9411 2.4392
H -0.8508 -2.8944 2.6513
H 0.2549 -0.5863 -3.6031
H -1.8141 4.5361 -3.4132
H 2.9162 -1.8265 -3.4248
H -2.1231 -2.9096 -1.6196
H 2.6786 -3.8661 0.8353
H -3.0233 1.3294 -0.1407
H -3.3237 0.2730 1.2572
H 0.4318 0.0240 2.5536
H 1.4591 -4.4232 -2.6469

Force components x, y, z for each atom (eV/Å):
I 0.2 -0.2 -0.2
Sn -1.0 -0.7 0.0
Si 0.2 -0.5 0.0
Si 0.0 -0.4 -0.1
Si 0.1 -0.4 0.4
O -0.4 0.4 -0.1
C 0.0 0.0 0.0
C 0.0 0.0 -0.1
C 0.0 0.1 0.1
C 0.0 0.0 0.0
C 0.0 0.1 0.1
C 0.0 0.0 0.0
C -0.1 0.0 0.1
C 0.0 0.0 0.1
C 0.5 0.2 0.3
C -0.1 0.2 -0.1
C 0.4 1.2 -0.2
C 0.1 0.1 0.0
C 0.0 0.0 0.0
C 0.0 -0.1 0.0
C 0.1 0.1 -0.1
C 0.0 -0.1 -0.1
C 0.1 0.0 0.1
C -0.1 0.0 -0.2
C 0.0 0.1 0.0
C -0.1 0.1 0.0
H 0.0 0.0 0.0
H 0.0 0.0 -0.1
H 0.0 0.0 0.0
H 0.0 0.0 0.0
H 0.0 0.0 0.0
H 0.0 0.0 0.0
H 0.0 0.0 0.0
H 0.0 0.0 0.0
H 0.0 0.0 0.0
H 0.0 0.0 0.0
H 0.0 0.0 0.0
H 0.0 0.0 0.0
H 0.0 0.0 0.0
H 0.0 0.0 0.0
H 0.0 0.0 0.0
H 0.0 0.0 0.0
H 0.0 0.0 0.0
H 0.0 0.0 0.0
H 0.0 0.0 0.0
H 0.0 0.0 0.0
H 0.0 0.0 0.0
H 0.1 0.0 0.0
H 0.0 0.0 0.0
H 0.0 0.0 0.0
H 0.0 -0.1 -0.1
H 0.0 0.0 0.0
H 0.0 0.0 0.0
H 0.0 0.0 0.0
H 0.0 0.0 0.0
H 0.0 0.0 0.0
H 0.0 0.0 0.0
H 0.0 0.0 0.1
H 0.0 0.0 0.0

Calculated values
largest force on an atom	0.02538	hartree/bohr
energy above the lowest of the compared OMol25 structures with the same formula, charge and spin	0.210	eV
electronic energy	-60876.1180	eV
orbital gap	6.8	eV
charge	+2